Record 1
Entry from the Open Molecules 2025 dataset: a molecular structure, C18H22Br42N6O2P in a non-equilibrium geometry (ωB97M-V/def2-TZVPD).

Last column: Mulliken charge in e.
Element x y z (Å)
C -2.328 -1.811 0.600  -0.25
P -1.981 -0.993 2.247  0.11
O -3.467 -0.258 2.635  -0.38
N -0.770 0.259 1.952  -0.03
C 0.135 0.713 2.808  0.27
N 1.058 1.720 2.556  -0.43
C 1.765 1.826 3.729  0.08
N 2.785 2.781 3.835  0.28
N 1.339 0.950 4.680  -0.21
N 0.326 0.276 4.085  0.34
O -0.240 -0.690 4.855  0.23
C -1.407 -0.232 5.434  0.42
N -2.513 -0.127 5.642  -0.33
H -3.418 -2.052 0.588  -0.07
H -1.733 -2.743 0.480  0.07
H -2.079 -1.136 -0.263  0.23
H -3.316 0.706 2.680  0.31
H -0.754 0.692 1.021  0.15
H 2.312 3.707 3.842  -0.27
H 3.197 2.664 4.769  0.32
H 1.723 0.861 5.620  0.20
C 6.102 1.290 2.734  -0.11
Br 5.463 -0.342 3.555  -0.04
Br 7.101 2.367 3.990  -0.03
Br 7.106 0.941 1.121  -0.02
H 5.228 1.865 2.446  0.16
C 4.262 -2.720 0.277  -0.30
Br 2.791 -1.524 0.660  0.12
Br 4.922 -3.564 1.881  -0.07
Br 3.801 -4.013 -1.083  -0.05
H 5.069 -2.114 -0.122  0.32
C 2.512 -0.523 -3.296  -0.34
Br 4.291 0.207 -3.099  0.11
Br 1.218 0.424 -2.210  0.14
Br 1.964 -0.591 -5.145  0.04
H 2.547 -1.545 -2.934  0.15
C -1.046 3.739 -3.083  -0.28
Br -0.940 3.398 -1.179  -0.01
Br -2.423 2.679 -3.926  -0.01
Br -1.255 5.620 -3.463  -0.02
H -0.099 3.430 -3.514  0.28
C 0.797 6.208 5.519  -0.35
Br 0.219 4.536 6.307  -0.03
Br 1.750 7.308 6.783  0.02
Br 1.824 5.917 3.904  -0.06
H -0.097 6.751 5.233  0.38
C 5.817 3.782 -4.534  -0.31
Br 4.338 4.968 -4.159  -0.01
Br 6.489 2.956 -2.919  -0.05
Br 5.367 2.473 -5.883  -0.06
H 6.618 4.390 -4.939  0.39
C 6.452 6.235 1.605  -0.41
Br 8.101 6.386 2.598  -0.01
Br 6.723 5.483 -0.151  0.06
Br 5.109 5.247 2.588  0.04
H 6.072 7.241 1.466  0.33
C 0.893 -3.235 6.440  0.16
Br 0.271 -4.864 7.267  -0.01
Br 1.880 -2.126 7.683  -0.06
Br 1.908 -3.585 4.834  0.03
H 0.016 -2.675 6.145  -0.14
C -7.025 -0.055 1.705  -0.23
Br -8.828 -0.731 1.871  -0.03
Br -6.100 -0.829 0.195  0.03
Br -6.983 1.877 1.655  -0.03
H -6.488 -0.361 2.596  0.28
C 1.518 -2.601 -8.909  -0.31
Br -0.295 -3.162 -8.545  -0.01
Br 2.257 -3.509 -10.446  -0.03
Br 1.653 -0.680 -9.079  0.03
H 2.117 -2.888 -8.052  0.30
C 0.597 3.672 -8.561  -0.40
Br 2.270 3.801 -7.604  0.05
Br 0.828 2.957 -10.342  -0.03
Br -0.714 2.671 -7.552  0.02
H 0.219 4.683 -8.670  0.35
C -2.796 -6.090 0.897  0.24
Br -1.598 -5.475 -0.491  -0.02
Br -1.892 -6.272 2.596  -0.01
Br -4.360 -4.968 1.034  0.05
H -3.138 -7.080 0.609  -0.24
C -11.113 -2.746 -1.297  -0.20
Br -9.327 -2.914 -2.018  0.01
Br -12.224 -1.612 -2.397  -0.01
Br -11.926 -4.471 -0.989  -0.01
H -11.020 -2.260 -0.332  0.19
C -4.996 -8.020 -2.247  -0.28
Br -6.569 -6.943 -1.931  0.03
Br -4.409 -8.930 -0.642  -0.04
Br -5.251 -9.251 -3.712  -0.02
H -4.199 -7.342 -2.536  0.30

Computed properties:
* HOMO-LUMO gap: 8.368 eV
* strongest force on any atom: 4.41 eV/A
* HOMO: -11.403 eV
* net charge: +1
* E: -2983117.607 eV



Record 2
Entry from the Open Molecules 2025 dataset: C3H7N3 in the gas phase in a non-equilibrium geometry (ωB97M-V/def2-TZVPD).

Last column: natural (NBO) charge in e.
Element x y z (Å)
C -1.359 0.647 -0.410  -0.66
C 0.039 0.144 -0.178  0.28
N 0.489 -0.723 -1.220  -0.83
C 0.687 -0.628 1.387  -0.31
N 1.540 0.478 1.243  -0.14
N 0.952 1.125 0.320  -0.18
H -2.069 -0.181 -0.354  0.23
H -1.635 1.399 0.331  0.23
H -1.459 1.097 -1.406  0.22
H 0.374 -0.295 -2.136  0.36
H 1.456 -1.008 -1.110  0.37
H 1.156 -1.605 1.505  0.20
H -0.171 -0.449 2.029  0.22

Computed properties:
* HOMO-LUMO gap: 9.886 eV
* strongest force on any atom: 3.24 eV/A
* HOMO: -9.088 eV
* net charge: 0
* SMILES: C[C@]1(N)CN=N1
* E: -7691.708 eV



Record 3
Entry from the Open Molecules 2025 dataset: 2 unconnected molecules or ions with the total composition C3H8O2S2 in a non-equilibrium geometry (ωB97M-V/def2-TZVPD).

Last column: natural (NBO) charge in e.
Element x y z (Å)
C 1.813 -0.307 1.349  -0.65
C -1.705 0.877 1.244  -0.93
C 2.156 -0.234 -0.149  -0.63
O -2.717 0.155 -1.105  -0.83
O 0.670 1.940 0.243  -0.84
S -1.949 -0.376 -0.001  0.97
S 1.131 1.153 -0.866  0.97
H 1.771 0.759 1.771  0.24
H 0.746 -0.757 1.542  0.21
H 2.513 -0.868 2.013  0.23
H -1.494 0.505 2.229  0.23
H -2.579 1.467 1.394  0.25
H -0.596 1.335 0.971  0.30
H 1.671 -1.063 -0.736  0.23
H 3.258 -0.165 -0.467  0.24

Computed properties:
* HOMO-LUMO gap (alpha / beta): 7.142 / 8.385 eV
* strongest force on any atom: 4.14 eV/A
* HOMO (alpha / beta): -8.237 / -8.833 eV
* net charge: 0
* E: -29002.565 eV



Record 4
Entry from the Open Molecules 2025 dataset: 2 unconnected molecules or ions with the total composition C2F2O4S in a non-equilibrium geometry (ωB97M-V/def2-TZVPD).

Last column: natural (NBO) charge in e.
Element x y z (Å)
C 0.636 -0.713 0.037  0.74
C -0.073 -1.994 -0.222  0.77
O 0.893 -1.391 -1.052  -0.42
O -0.638 2.386 -0.755  -0.84
O -0.720 3.645 1.338  -0.83
O 0.787 0.262 0.628  -0.50
F 0.391 -3.171 0.296  -0.32
F -1.310 -2.209 -0.534  -0.27
S 0.035 3.186 0.265  1.67

Computed properties:
* HOMO-LUMO gap: 10.343 eV
* strongest force on any atom: 4.37 eV/A
* HOMO: -11.235 eV
* net charge: 0
* E: -26531.740 eV